[1]
{
  "formula": "C3H5BeO3",
  "method": "the ωB97M-V functional and the def2-TZVPD basis",
  "e_tot_ha": -357.43803,
  "gap_ev": 8.63,
  "lumo_ha": -0.221,
  "charge": 1,
  "multiplicity": 1,
  "symbols": ["H", "C", "C", "O", "C", "O", "H", "H", "H", "H", "Be", "O"],
  "coordinates": [[0.283, 1.357, -1.320], [-0.632, 0.682, -0.986], [-0.330, 1.071, 0.424], [0.893, 0.224, 0.681], [0.964, -1.054, 0.499], [1.053, -1.626, 1.680], [-1.563, 1.227, -1.241], [-1.077, 0.675, 1.123], [1.023, -2.583, 1.564], [-0.249, 2.157, 0.557], [0.286, -1.582, -1.410], [-0.651, -0.548, -1.572]],
  "forces_ev_per_a": [[-1.76, -1.47, -1.18], [0.86, 5.81, -1.82], [-1.54, -3.69, 0.61], [0.76, 0.57, 0.62], [-1.20, 0.24, 0.30], [0.12, -0.10, -1.44], [0.48, -0.17, -0.18], [0.36, 0.21, 0.35], [0.32, -0.43, 0.21], [0.86, -0.57, -0.11], [0.37, 1.11, 2.43], [0.38, -1.52, 0.22]]
}

***

[2]
{
  "formula": "C12H25BN3OPScSe",
  "method": "the ωB97M-V functional and the def2-TZVPD basis",
  "e_tot_ha": -4239.25768,
  "gap_ev": [5.71, 6.17],
  "lumo_ha": [-0.237, -0.244],
  "charge": 2,
  "multiplicity": 2,
  "symbols": ["Sc", "H", "H", "P", "C", "H", "H", "H", "C", "H", "H", "H", "C", "H", "H", "H", "C", "O", "H", "H", "H", "H", "B", "N", "H", "H", "C", "N", "C", "Se", "N", "C", "C", "C", "C", "C", "C", "H", "H", "H", "H", "H", "H", "H", "H"],
  "coordinates": [[-1.383, -1.469, 0.441], [0.528, 0.121, -4.320], [-2.460, -0.341, 1.569], [0.861, 1.602, -4.341], [2.360, 2.531, -4.026], [2.781, 2.972, -4.953], [2.141, 3.371, -3.340], [3.144, 1.908, -3.564], [0.615, 1.462, -6.115], [-0.397, 1.777, -6.374], [1.335, 2.039, -6.697], [0.728, 0.399, -6.361], [-0.554, 2.282, -3.532], [-0.521, 1.909, -2.509], [-0.514, 3.369, -3.548], [-1.453, 1.930, -4.032], [-1.681, 0.548, 1.198], [-1.394, 1.484, 1.925], [0.262, -4.193, -1.516], [-0.188, -2.799, -2.313], [2.033, -2.150, -0.422], [0.261, -1.116, -0.385], [0.867, -2.245, -0.497], [0.386, -3.175, -1.526], [1.028, 0.280, -3.592], [-1.318, 0.477, 0.102], [-2.663, -1.799, 3.968], [-1.315, -1.654, 3.435], [-0.780, -2.382, 2.408], [-1.690, -3.735, 1.427], [0.458, -1.808, 2.167], [0.758, -0.851, 3.168], [1.646, 0.222, 3.104], [1.396, 1.311, 3.956], [0.289, 1.323, 4.841], [-0.601, 0.240, 4.905], [-0.359, -0.786, 3.984], [-3.007, -2.829, 3.814], [-3.374, -1.098, 3.505], [-2.598, -1.576, 5.040], [1.218, -2.316, 1.615], [2.501, 0.183, 2.423], [2.024, 2.209, 3.919], [0.113, 2.199, 5.480], [-1.482, 0.177, 5.570]],
  "forces_ev_per_a": [[0.08, -0.26, -1.69], [-3.03, -2.99, -1.82], [0.47, 1.81, -0.49], [1.43, 1.07, 0.56], [1.09, 1.35, -0.08], [-0.24, -0.26, 0.40], [0.07, -0.42, -0.18], [-0.44, 0.17, -0.22], [0.35, -0.53, -0.36], [0.00, -0.09, 0.13], [0.03, 0.05, 0.19], [-0.07, 0.23, -0.24], [-0.34, -0.54, 0.32], [-0.25, 0.30, 0.11], [0.07, 0.05, -0.02], [-0.13, 0.11, 0.07], [0.58, -0.60, 1.42], [-0.74, -0.65, -0.91], [0.78, 0.61, 0.28], [0.38, -0.47, 1.26], [0.52, -0.24, 1.41], [0.98, -0.39, -0.83], [-0.85, 0.06, -2.94], [-1.57, 1.14, -0.32], [1.54, 1.60, 1.03], [-0.66, 0.54, 0.17], [-0.06, -0.21, 0.42], [0.55, -1.13, 0.45], [-0.19, 0.69, 1.57], [0.34, -0.65, 0.77], [1.29, -1.83, -0.45], [-0.64, 0.85, -0.69], [0.51, 0.46, 0.62], [-0.05, -0.36, -0.31], [-0.38, -0.69, 0.36], [0.38, 0.49, -0.03], [-0.90, 0.21, -0.50], [0.08, 0.34, 0.09], [0.30, -0.13, 0.02], [-0.24, -0.21, -0.35], [-1.43, 0.89, 1.35], [-0.33, 0.24, 0.27], [-0.14, -0.57, -0.01], [0.17, -0.48, -0.32], [0.68, 0.44, -0.50]]
}

***

Computed maximum force (hartree/bohr) in order:
0.1196, 0.0900
Computed ΔE to the lowest compared entry with this formula, charge and spin (kJ/mol) in order:
0.0, 555.7